Entry 1:
Here is a molecular structure, C17H29FLuNO2P2 in a non-equilibrium geometry from the OMol25 dataset. Energies are from ωB97M-V with the def2-TZVPD basis set.

- gap between HOMO and LUMO (Ha) = 0.240
- energy (Eh) = -2888.37904
- LUMO energy (Eh) = -0.0118
- total charge = 0
- energy relative to the best compared isomer or geometry (same formula, charge and spin) (kcal/mol) = 4.3
- highest occupied orbital energy (eV) = -6.86

XYZ file:
```
53
C17H29FLuNO2P2 (ωB97M-V with the def2-TZVPD basis set)
C -0.83104 0.83085 -4.13543
C -0.98136 0.40966 -2.78573
N 0.00513 0.80961 -1.88154
C 0.85846 1.81737 -2.20891
C 0.83348 2.41512 -3.46554
C 0.01634 1.87252 -4.47492
C -2.12495 -0.32004 -2.35097
P -2.52436 -0.79737 -0.67940
Lu -0.02099 -0.12124 0.23092
P 2.27968 1.31707 0.25730
C 1.77004 2.43868 -1.12401
O -0.51007 -3.44631 -4.09732
O -0.49760 -4.81297 -0.34597
H -1.44189 0.35718 -4.88437
H 1.47462 3.28779 -3.63064
H 0.06117 2.30861 -5.46729
C -4.00584 0.26143 -0.60116
C -3.17380 -2.50793 -0.57319
H 2.68135 2.84290 -1.60992
H 1.21889 3.29522 -0.67920
H -0.92836 -2.63173 -3.81503
H -2.70516 -0.70468 -3.20032
C 2.64372 2.51784 1.58854
C 3.94433 0.82340 -0.30952
H 1.70428 -1.37948 -0.27793
H 0.39290 -4.67844 0.17858
H -0.34921 -4.38216 -1.18335
H 0.41835 -3.08100 -4.20237
H -0.83520 1.28304 0.96009
H 2.25693 -1.07794 0.25289
H -4.75354 -0.19224 -1.26896
H -4.39688 0.40638 0.41141
H -3.67572 1.22265 -1.02245
H -3.91591 -2.71106 -1.35783
H -2.32122 -3.19909 -0.65073
H -3.64361 -2.68229 0.40981
H 4.63666 1.68166 -0.32842
H 4.33434 0.06684 0.38797
H 3.88988 0.38341 -1.31750
H 3.56499 3.08983 1.39083
H 1.79641 3.20912 1.71268
H 2.76947 1.94624 2.52088
F 0.10274 -2.79599 6.20059
C 0.08269 -2.28475 4.92366
C 1.24795 -2.37087 4.16758
C 1.22532 -1.82307 2.86703
C 0.06697 -1.23244 2.40825
C -1.09390 -1.16810 3.15180
C -1.09528 -1.70036 4.46102
H 2.14922 -2.82697 4.57651
H 2.12161 -1.89004 2.24614
H -2.00744 -0.71645 2.74651
H -1.97227 -1.64629 5.10466
```

Entry 2:
Here is a molecular structure, C22H14N7O9RhS2 in a non-equilibrium geometry from the OMol25 dataset. Energies are from ωB97M-V with the def2-TZVPD basis set.

- gap between HOMO and LUMO (Ha) = 0.243
- energy (Eh) = -2813.91351
- LUMO energy (Eh) = -0.0662
- total charge = 0
- energy relative to the best compared isomer or geometry (same formula, charge and spin) (kcal/mol) = 13.8
- highest occupied orbital energy (eV) = -8.42

XYZ file:
```
55
C22H14N7O9RhS2 (ωB97M-V with the def2-TZVPD basis set)
Rh 0.76837 -0.23069 -0.61032
C 2.64519 -1.14509 -5.45635
S 3.64489 -0.16596 -4.31584
C 2.71483 -0.23944 -2.83505
S 1.03891 -0.56116 -2.86572
N 3.43050 0.04691 -1.77941
N 2.69362 0.04477 -0.63128
C 3.26698 0.32912 0.47784
C 2.44834 0.27098 1.68143
C 2.96510 0.49707 2.94474
C 2.12816 0.36124 4.04012
C 0.80985 -0.00239 3.83457
C 0.36235 -0.18441 2.53740
N 1.15375 -0.03926 1.48221
H 3.05174 -0.94547 -6.44569
H 1.60363 -0.83600 -5.43594
H 2.73354 -2.20375 -5.22679
H 4.31848 0.58523 0.48382
H 4.00615 0.76521 3.05754
H 2.50272 0.53556 5.03958
H 0.12322 -0.12873 4.65880
H -0.67119 -0.42938 2.34305
O -3.79708 -5.25983 3.29473
N -3.96950 -4.17184 2.78424
O -4.96008 -3.48269 2.92269
C -2.89259 -3.64586 1.94367
C -1.78062 -4.44123 1.68116
C -0.76413 -3.94168 0.91951
C -0.78104 -2.63571 0.31544
O 0.14023 -2.25031 -0.44903
C -1.96868 -1.88684 0.64028
C -2.99191 -2.37663 1.43917
N -2.16635 -0.54350 0.13655
O -3.09188 0.10989 0.53777
O -1.40231 -0.10190 -0.74676
N 0.40837 -4.81922 0.74294
O 1.49025 -4.30097 0.58805
O 0.20603 -6.01774 0.79608
H -1.71195 -5.43948 2.08789
H -3.86049 -1.76985 1.64662
O 0.90772 2.25381 -3.15865
C 0.42257 2.49424 -2.08526
N 0.65541 1.82043 -0.85584
C -0.04605 2.52101 0.14315
O -0.07866 2.28609 1.33193
C -0.76152 3.66873 -0.47948
C -1.61155 4.60255 0.07999
C -2.17614 5.53359 -0.78392
C -1.87789 5.52539 -2.14815
C -1.01103 4.58367 -2.69014
C -0.47708 3.65470 -1.81920
H -1.82504 4.60116 1.14040
H -2.86142 6.27613 -0.39633
H -2.33837 6.26123 -2.79456
H -0.76636 4.56832 -3.74366
```

Entry 3:
Here is a molecular structure, C19H26I2MnN2O3S2ScSe in a non-equilibrium geometry from the OMol25 dataset. Energies are from ωB97M-V with the def2-TZVPD basis set.

- gap between HOMO and LUMO (alpha / beta) (Ha) = 0.201 / 0.165
- energy (Eh) = -6778.19539
- spin multiplicity = 5
- LUMO energy (alpha / beta) (Eh) = -0.5296 / -0.5590
- total charge = +4
- energy relative to the best compared isomer or geometry (same formula, charge and spin) (kcal/mol) = 17.8
- <S²> = 6.482
- highest occupied orbital energy (alpha / beta) (eV) = -19.88 / -19.69

XYZ file:
```
57
C19H26I2MnN2O3S2ScSe (ωB97M-V with the def2-TZVPD basis set)
I 1.12757 3.79013 0.81930
I -0.75490 4.71105 -1.63698
Mn -1.55074 2.22255 -1.94939
Sc 0.11703 0.71389 0.32922
S -2.01166 1.90937 0.13129
S 0.56219 1.54873 -1.91497
C -1.86182 -0.56993 0.29604
C -3.33402 3.02128 1.26925
C 1.99404 1.21558 -3.21012
C -4.05607 3.99966 0.36931
C -4.27131 1.95389 1.83183
C -2.50844 3.70678 2.33163
C 2.01380 2.44224 -4.11347
C 1.67708 -0.06382 -3.96745
C 3.25448 1.07080 -2.37181
C -3.37012 2.07821 -2.20337
C -1.81546 0.84639 -3.12898
O -2.87290 -1.14166 0.23650
O -4.48989 1.74227 -2.24361
O -1.99012 -0.18861 -3.64683
H -4.63118 3.48149 -0.40594
H -3.35173 4.68041 -0.12673
H -4.75901 4.59461 0.97735
H -4.84732 1.49184 1.01765
H -4.97561 2.40780 2.54739
H -3.71467 1.16273 2.35375
H -1.99360 2.96785 2.95074
H -3.16875 4.30295 2.98040
H -1.74334 4.36217 1.89757
H 2.82231 2.34098 -4.84909
H 2.17347 3.36032 -3.53445
H 1.06310 2.54737 -4.65280
H 2.48789 -0.27966 -4.68198
H 0.73653 0.01998 -4.52853
H 1.58973 -0.90750 -3.26975
H 4.12391 0.88379 -3.01471
H 3.15863 0.22798 -1.67670
H 3.44457 1.98252 -1.79395
C 0.53297 -1.75149 2.59653
N 1.40691 -2.64486 1.83922
C 1.48126 -2.69409 0.47684
Se 0.63157 -1.63464 -0.78073
N 2.23023 -3.79891 0.17739
C 2.58763 -4.48235 1.33898
C 3.01691 -5.79089 1.49751
C 2.97814 -6.31683 2.79878
C 2.51134 -5.54447 3.88329
C 2.04903 -4.23041 3.70269
C 2.09187 -3.73833 2.39997
H -0.52484 -1.93543 2.36261
H 0.79965 -0.69337 2.40094
H 0.71901 -1.97219 3.65082
H 2.41135 -4.11564 -0.77133
H 3.33395 -6.35937 0.62587
H 3.30062 -7.34176 2.98348
H 2.49815 -5.98182 4.88116
H 1.67060 -3.60960 4.51839
```

Entry 4:
Here is 2 unconnected molecules or ions with the total composition C8H19N2O in a non-equilibrium geometry from the OMol25 dataset. Energies are from ωB97M-V with the def2-TZVPD basis set.

- gap between HOMO and LUMO (alpha / beta) (Ha) = 0.281 / 0.281
- energy (Eh) = -500.57616
- LUMO energy (alpha / beta) (Eh) = -0.1251 / -0.1251
- total charge = +1
- energy relative to the best compared isomer or geometry (same formula, charge and spin) (kcal/mol) = 92.8
- highest occupied orbital energy (alpha / beta) (eV) = -11.05 / -11.05

XYZ file:
```
30
C8H19N2O (ωB97M-V with the def2-TZVPD basis set)
C 0.61162 -0.72047 -0.80654
C 0.89437 0.94834 0.57263
C -1.63108 -1.59163 -0.13118
C 1.53444 -1.80845 -0.30913
C -1.27835 -2.28683 1.21922
C -1.19892 -0.09874 -1.96274
C -1.03298 1.80387 1.65719
C 1.88708 2.50066 -0.87377
N -0.72720 -0.94673 -0.87957
N -0.01012 0.81441 1.49649
O 0.78828 2.07382 -0.04735
H 0.92655 -0.14329 -1.73300
H 1.81042 0.51478 0.83711
H -2.66450 -1.61877 -0.56798
H 1.10992 -2.73119 -0.76715
H 1.32089 -1.96225 0.72895
H 2.54836 -1.67337 -0.54974
H -0.29086 -1.95516 1.62766
H -1.24907 -3.40612 1.00589
H -1.95145 -2.11942 1.95856
H -1.10500 1.02859 -1.63282
H -0.72400 -0.20988 -2.86429
H -2.26942 -0.49880 -2.15018
H -1.39441 1.95856 0.60719
H -1.78568 1.49835 2.51054
H -0.61246 2.72886 2.15981
H 2.47526 3.20188 -0.37913
H 1.42120 2.88175 -1.76615
H 2.56620 1.66974 -1.22480
H 0.03090 0.14748 2.26430
```